(1)
Entry from the OMol25 dataset: a structure of composition C21H37BeBr4CaF5I2LiNO14S2 at a distorted geometry (ωB97M-V/def2-TZVPD).

E_HOMO	-11.6	eV
net charge	+2

Cartesian coordinates (Å):
C  5.500  3.558  -1.857
C  5.607  2.466  -2.927
C  5.195  1.034  -2.397
N  3.997  0.523  -3.063
C  2.902  0.291  -2.183
O  3.311  -0.644  -1.144
S  2.380  -0.243  0.134
O  1.309  -1.172  0.037
O  2.950  -0.381  1.414
O  1.969  1.286  -0.130
C  2.204  1.534  -1.542
C  1.182  2.344  -2.313
I  2.032  3.908  -3.485
C  -0.129  2.219  -2.322
C  -1.107  3.058  -3.035
I  -1.066  0.619  -1.231
H  6.220  4.349  -2.084
H  4.511  4.037  -1.870
H  5.722  3.222  -0.722
H  6.647  2.412  -3.240
H  4.967  2.789  -3.750
H  6.060  0.390  -2.562
H  5.085  1.125  -1.321
H  3.723  1.087  -3.856
H  2.145  -0.156  -2.842
H  3.045  2.242  -1.491
H  -1.966  2.340  -3.338
H  -0.716  3.493  -3.953
H  -1.539  3.790  -2.357
C  -1.233  2.966  2.873
Br  -2.787  3.514  1.793
Br  -1.654  1.456  4.062
Br  0.307  2.601  1.778
H  -0.979  3.798  3.521
C  1.523  -1.147  4.822
F  2.594  -0.342  4.915
F  0.723  -0.635  3.852
F  1.982  -2.330  4.376
S  0.565  -1.275  6.382
O  0.180  0.106  6.608
O  1.516  -1.819  7.309
O  -0.518  -2.156  6.002
C  5.269  -1.974  2.345
O  5.584  -2.857  3.421
C  6.446  -3.905  3.074
C  7.873  -3.646  3.528
O  8.436  -2.574  2.816
C  8.458  -1.359  3.560
H  4.784  -1.101  2.770
H  6.164  -1.654  1.806
H  4.577  -2.459  1.652
H  6.410  -4.107  2.001
H  6.057  -4.803  3.602
H  8.480  -4.534  3.312
H  7.914  -3.466  4.608
H  9.236  -1.404  4.327
H  7.494  -1.150  4.028
H  8.695  -0.552  2.871
C  -5.783  -0.704  1.078
C  -4.729  -1.037  0.047
O  -5.109  -0.283  -1.067
C  -5.772  0.826  -0.578
O  -6.004  1.794  -1.191
O  -6.111  0.640  0.739
F  -4.747  -2.339  -0.272
H  -6.663  -1.340  0.982
H  -5.415  -0.768  2.105
H  -3.694  -0.747  0.341
Be  -3.437  5.938  1.568
Br  6.233  2.238  0.615
F  -3.478  2.388  -3.183
Li  5.436  -5.661  5.211
C  -10.048  -1.785  -5.072
O  -10.301  -0.661  -4.244
C  -10.289  -0.977  -2.864
C  -8.986  -0.561  -2.213
O  -7.890  -1.327  -2.699
C  -7.114  -0.621  -3.659
H  -9.857  -1.422  -6.080
H  -9.178  -2.352  -4.732
H  -10.924  -2.441  -5.094
H  -10.480  -2.042  -2.705
H  -11.107  -0.416  -2.400
H  -9.057  -0.751  -1.135
H  -8.806  0.508  -2.356
H  -6.513  0.144  -3.161
H  -7.735  -0.152  -4.424
H  -6.446  -1.332  -4.143
Ca  -2.239  0.533  2.003

=====

(2)
Entry from the OMol25 dataset: a cluster of 2 separate species, C5H14S in total at a distorted geometry (ωB97M-V/def2-TZVPD).

relative energy (zero: lowest compared OMol25 entry of this formula, charge and spin)	13.3	kcal per mole
E_HOMO	-8.4	eV
net charge	0

Cartesian coordinates (Å):
C  1.429  2.686  -1.457
C  0.600  3.210  -0.241
H  1.523  1.599  -1.424
H  1.076  3.032  -2.421
H  2.427  3.070  -1.289
H  1.290  3.671  0.460
H  -0.023  2.469  0.265
H  -0.101  3.990  -0.547
C  0.508  -0.680  0.316
C  1.193  -1.112  1.617
C  -1.589  -2.429  -0.624
S  -1.278  -0.864  0.247
H  0.622  0.380  0.131
H  1.000  -1.088  -0.574
H  2.031  -0.454  1.835
H  1.683  -2.083  1.471
H  -0.637  -2.836  -0.948
H  -2.083  -3.149  0.026
H  -2.267  -2.186  -1.429
H  0.506  -1.146  2.451

=====

(3)
Entry from the OMol25 dataset: a structure of composition C18H23F3N2NiO8S2Se2 (ωB97M-V/def2-TZVPD).

relative energy (zero: lowest compared OMol25 entry of this formula, charge and spin)	6.3	kcal per mole
E_HOMO (spin up / spin down)	-1.4 / -1.5	eV
2S+1	3
net charge	-2

Cartesian coordinates (Å):
Ni  0.406  -0.323  0.707
O  4.792  -4.063  -1.224
C  4.077  -4.011  0.008
C  2.872  -3.056  0.005
C  1.939  -3.468  -1.143
O  2.502  -3.231  -2.441
C  3.407  -1.620  -0.151
Se  2.186  -0.306  -0.959
C  2.099  -3.312  1.323
Se  1.405  -1.809  2.385
H  4.171  -3.770  -1.912
H  4.778  -3.699  0.792
H  3.718  -5.018  0.270
H  0.989  -2.944  -1.044
H  1.748  -4.544  -1.081
H  2.420  -2.263  -2.558
H  4.286  -1.641  -0.794
H  3.714  -1.262  0.830
H  2.749  -3.857  2.014
H  1.263  -3.982  1.108
C  -3.796  2.581  2.177
C  -3.760  1.206  1.494
C  -3.872  1.363  -0.034
C  -4.872  0.301  2.030
C  -2.445  0.600  1.760
N  -1.415  0.127  1.915
H  -4.750  3.066  1.949
H  -2.976  3.204  1.824
H  -3.712  2.475  3.260
H  -4.810  1.879  -0.264
H  -3.872  0.391  -0.529
H  -3.036  1.944  -0.426
H  -5.835  0.765  1.804
H  -4.791  0.184  3.112
H  -4.821  -0.681  1.561
O  -0.489  2.063  -2.469
C  -0.023  2.390  -1.395
N  -0.217  1.786  -0.190
S  0.432  2.628  1.020
O  -0.528  3.349  1.826
O  1.327  1.746  1.739
C  1.288  3.820  0.020
C  2.159  4.833  0.367
C  2.668  5.617  -0.661
C  2.298  5.383  -1.980
C  1.413  4.363  -2.303
C  0.912  3.578  -1.280
H  2.436  5.003  1.400
H  3.369  6.413  -0.436
H  2.716  6.004  -2.765
H  1.118  4.158  -3.324
F  -1.568  -4.584  -0.145
C  -2.103  -3.865  -1.139
F  -3.283  -4.436  -1.450
F  -1.307  -3.995  -2.205
S  -2.323  -2.092  -0.664
O  -3.250  -2.165  0.443
O  -2.844  -1.489  -1.862
O  -0.961  -1.735  -0.311

=====

(4)
Entry from the OMol25 dataset: a structure of composition C40H37Cl3CrN7OS4 at a distorted geometry (ωB97M-V/def2-TZVPD).

relative energy (zero: lowest compared OMol25 entry of this formula, charge and spin)	175.5	kcal per mole
E_HOMO (spin up / spin down)	-10.2 / -10.3	eV
2S+1	5
net charge	+1

Cartesian coordinates (Å):
Cr  -0.359  20.300  5.826
C  2.486  18.645  5.159
C  2.912  20.084  5.373
S  2.009  20.907  6.705
C  2.354  22.705  6.507
C  1.422  23.655  5.688
S  -0.224  21.333  3.544
C  -0.057  19.936  2.388
C  1.088  19.092  2.794
S  0.741  18.426  4.556
H  2.640  18.102  6.146
H  3.102  18.060  4.401
H  2.821  20.639  4.423
H  3.981  20.079  5.674
H  3.376  22.935  6.225
H  2.367  23.016  7.532
H  1.292  23.316  4.645
H  1.931  24.615  5.632
H  0.079  20.444  1.431
H  -1.021  19.426  2.257
H  1.995  19.664  2.913
H  1.216  18.255  2.163
C  0.129  17.395  8.990
C  -0.593  16.255  8.648
C  -1.340  16.350  7.457
C  -1.378  17.498  6.685
N  -0.656  18.613  7.112
C  0.065  18.529  8.258
N  -2.111  17.482  5.485
C  -2.529  18.581  4.996
N  -2.228  19.828  5.466
C  -2.956  20.771  4.832
N  -3.015  22.025  5.129
C  -2.247  22.551  6.174
C  -3.096  23.525  6.943
C  -2.779  23.902  8.182
C  -1.581  23.362  8.914
C  -0.999  22.072  8.428
N  -1.252  21.790  7.018
C  -3.802  20.157  3.753
C  -4.496  20.777  2.767
C  -4.802  19.908  1.693
C  -4.450  18.558  1.651
C  -3.866  17.907  2.763
C  -3.390  18.775  3.735
H  0.753  17.410  9.905
H  -0.494  15.311  9.199
H  -1.849  15.512  7.128
H  0.712  19.389  8.527
H  -3.955  23.818  6.412
H  -3.392  24.565  8.760
H  -1.805  23.263  9.996
H  -1.472  21.234  8.908
H  -4.604  21.865  2.816
H  -5.313  20.383  0.861
H  -4.629  17.910  0.800
H  -3.563  16.875  2.777
Cl  4.609  28.655  11.075
C  3.386  28.218  9.911
C  3.753  27.849  8.663
C  2.761  27.368  7.800
C  1.470  27.458  8.182
C  0.405  27.116  7.140
C  -0.637  26.007  7.408
N  0.057  24.725  7.440
C  -0.151  23.987  8.677
C  0.437  22.507  8.618
N  -0.846  22.793  5.992
C  0.008  23.987  6.218
O  1.070  26.745  5.944
C  0.613  27.443  4.766
C  1.141  26.621  3.581
C  0.425  25.668  2.913
Cl  -1.274  25.303  3.157
S  1.398  24.774  1.780
C  2.767  25.765  2.148
C  2.488  26.588  3.185
C  1.164  27.911  9.455
Cl  -0.543  27.984  9.962
C  2.077  28.305  10.373
H  4.782  27.678  8.392
H  3.039  26.966  6.874
H  -0.194  28.008  6.907
H  -1.374  26.011  6.596
H  -1.203  26.176  8.297
H  0.253  24.625  9.468
H  1.284  22.013  9.132
H  -0.272  24.627  5.447
H  0.934  28.516  4.695
H  -0.532  27.439  4.608
H  3.713  25.759  1.604
H  3.293  27.262  3.530
H  1.789  28.652  11.347

=====

no.,E (eV)
1,-403173.83875
2,-16246.72581
3,-239962.01196
4,-163878.63582